Entry from the OMol25 dataset: 2 unconnected molecules or ions with the total composition C3H2BrCl5 at a distorted geometry (the ωB97M-V functional and the def2-TZVPD basis).

Element x y z (Å)
H1 -1.2280 -0.7084 -1.5036
C1 -1.6323 -0.6571 -0.5210
Cl1 -0.4178 1.7049 -1.0706
C2 -1.0414 0.5499 -0.0061
H2 3.3380 -0.6261 1.0372
Cl2 -3.7135 -0.4734 -0.7840
C3 2.5717 0.0571 0.5031
Cl3 -1.4105 -2.0837 0.3960
Cl4 -0.9257 0.8857 1.6371
Br1 2.5837 1.7730 1.2118
Cl5 1.8760 -0.4220 -0.8999

Summary:
frontier orbital gap (alpha / beta) = 8.233 / 6.510 eV
charge = 0
E_tot = -135794.1416 eV
LUMO energy (alpha / beta) = -0.501 / -1.853 eV
HOMO level (alpha / beta) = -8.734 / -8.363 eV
ΔE to the lowest compared entry with this formula, charge and spin = 362.9 kJ/mol
largest force on an atom = 0.0739 hartree/bohr